Formula: C39H45N7O2PSbTl
Source: the OMol25 dataset
Level of theory: ωB97M-V with the def2-TZVPD basis set

Structure (XYZ):
```
96
Properties=species:S:1:pos:R:3:forces:R:3
Tl -0.231474 -0.468958 -0.365034 -0.424 -0.096 -0.067
C 1.617099 -1.366118 -2.968247 0.061 -0.057 -0.050
C 2.661308 -0.747242 -2.083112 0.073 -0.092 -0.139
C 4.017406 -0.883355 -2.364922 -0.025 0.005 0.061
C 4.946287 -0.276813 -1.536922 -0.020 -0.015 0.004
C 4.489669 0.471236 -0.462003 -0.035 -0.028 -0.105
C 3.119758 0.571819 -0.250949 0.072 0.159 0.086
N 2.226491 -0.040448 -1.033760 0.342 0.044 -0.055
Sb 2.525174 1.821220 1.402304 0.016 -0.042 0.130
C 1.668830 0.182044 2.526532 0.018 -0.005 0.013
C 2.382576 -0.181294 3.661706 -0.016 0.011 0.004
C 1.927351 -1.234976 4.439057 -0.022 -0.031 -0.014
C 0.758011 -1.871620 4.066959 0.074 0.013 0.021
C 0.083756 -1.453469 2.924659 -0.057 0.023 -0.029
C -1.222470 -2.097894 2.551481 0.006 0.018 0.023
N 0.544868 -0.451523 2.157102 0.031 -0.032 0.204
C 0.733550 2.710001 0.595889 -0.014 -0.018 0.002
C 0.512084 4.025039 0.980233 -0.006 0.007 -0.007
C -0.564158 4.713885 0.433887 0.000 -0.005 -0.011
C -1.353238 4.077980 -0.503656 0.036 0.016 -0.006
C -1.069768 2.761265 -0.860451 0.008 0.044 0.004
C -1.878457 2.056996 -1.909019 -0.024 0.022 -0.003
N -0.058238 2.091125 -0.291294 -0.062 0.030 -0.006
H 2.068997 -1.959152 -3.761746 0.013 0.013 -0.027
H 1.009536 -0.590828 -3.436944 -0.018 -0.008 -0.018
H 0.939132 -2.002405 -2.392471 0.068 0.039 -0.086
H 4.334321 -1.439196 -3.237523 -0.007 -0.001 -0.019
H 6.006106 -0.365918 -1.737036 0.004 0.006 -0.009
H 5.186676 0.984331 0.188362 -0.012 0.006 -0.016
H 3.281892 0.355343 3.935650 -0.003 0.003 0.013
H 2.469580 -1.546593 5.322470 -0.006 0.014 0.007
H 0.356934 -2.682345 4.661048 -0.006 -0.004 -0.013
H -1.314795 -3.082668 3.007948 0.006 0.004 0.004
H -1.343727 -2.191123 1.473347 0.000 -0.016 -0.005
H -2.055408 -1.488427 2.908632 0.009 0.023 -0.021
H 1.184360 4.513658 1.674416 -0.010 0.005 0.005
H -0.760216 5.741396 0.712325 0.007 0.001 0.000
H -2.168496 4.599090 -0.987248 -0.005 -0.007 -0.001
H -2.389239 2.772749 -2.550232 0.004 0.012 0.006
H -2.632152 1.416622 -1.447505 0.033 -0.037 -0.008
H -1.236414 1.440847 -2.538929 -0.005 0.000 0.002
C -7.471633 -1.945251 6.026187 0.005 0.027 0.011
C -7.574396 -1.121867 4.769626 -0.146 -0.022 0.043
C -8.655758 -1.355406 3.906450 0.045 0.059 -0.053
C -8.879130 -0.637075 2.722275 -0.077 -0.081 0.090
C -7.981335 0.314996 2.369946 0.244 0.058 0.042
C -6.840865 0.567740 3.206720 -0.591 0.003 0.388
N -5.968746 1.420728 2.671516 0.787 -0.533 -0.745
C -4.801341 2.085218 3.211964 -0.153 0.456 0.261
C -4.908553 3.068915 4.181743 -0.126 -0.008 0.006
C -3.754189 3.747569 4.546477 -0.002 -0.035 -0.034
C -2.536453 3.459752 3.935618 0.007 -0.031 -0.047
C -2.459836 2.497350 2.937527 0.000 0.027 0.074
C -3.605589 1.809946 2.581812 0.166 -0.021 -0.085
C -3.684242 0.798353 1.480689 0.228 0.353 0.019
O -4.902130 0.373931 1.358642 -0.242 -0.175 -0.034
O -2.728458 0.495071 0.788718 -0.310 -0.167 0.241
C -6.655489 -0.128092 4.461009 0.053 0.106 -0.206
C -5.551865 0.210876 5.408621 0.066 -0.056 0.002
H -8.226126 -2.727860 6.032332 0.004 -0.004 -0.004
H -7.626796 -1.332373 6.915450 0.008 0.008 -0.005
H -6.494736 -2.420075 6.113388 -0.009 -0.018 0.001
H -9.365281 -2.127568 4.180079 0.003 0.000 0.002
H -9.743087 -0.846793 2.108232 0.002 -0.009 0.006
H -8.093062 0.879318 1.451362 0.004 -0.006 -0.011
H -6.263736 1.803027 1.774221 -0.123 0.162 0.108
H -5.865733 3.323084 4.619076 0.011 -0.007 0.028
H -3.814066 4.517330 5.303599 0.010 0.010 -0.008
H -1.648122 4.002774 4.229270 -0.012 0.001 0.020
H -1.532360 2.268608 2.425937 0.006 0.003 0.001
H -5.643655 1.242128 5.747454 0.014 -0.051 0.047
H -4.567678 0.111161 4.944974 -0.012 0.015 -0.021
H -5.584810 -0.427926 6.283518 0.021 -0.029 -0.014
C 1.751305 -6.144817 -2.076401 0.004 0.001 0.001
N 3.085729 -5.841817 -1.373865 0.001 0.017 0.009
C 3.167012 -6.721217 -0.112654 0.004 -0.006 0.014
N 2.039467 -6.505858 0.719162 0.003 -0.009 0.013
C 0.804965 -6.793596 -0.006457 -0.004 0.007 0.004
N 0.661501 -5.948713 -1.190708 -0.025 -0.008 -0.011
C 0.449248 -4.540674 -0.847533 0.039 -0.009 0.008
P 1.854355 -3.782694 0.115705 -0.003 -0.029 -0.015
C 3.203038 -4.385593 -1.025400 0.007 0.037 0.016
C 2.027985 -5.179047 1.339889 0.005 0.022 -0.052
H 1.810114 -7.184290 -2.399346 0.004 0.000 0.002
H 1.692226 -5.487533 -2.943246 -0.002 -0.001 -0.005
H 3.850194 -6.098021 -2.000844 -0.001 -0.015 0.006
H 4.098204 -6.467271 0.392220 0.002 -0.004 -0.002
H 3.202752 -7.752181 -0.464835 -0.006 0.003 -0.008
H -0.044903 -6.630898 0.653681 -0.002 -0.013 -0.002
H 0.810129 -7.839632 -0.315383 0.005 0.002 -0.003
H -0.465654 -4.457039 -0.257546 0.000 0.005 -0.002
H 0.286452 -3.966518 -1.762902 -0.023 -0.054 0.023
H 4.173543 -4.233699 -0.550764 0.011 0.007 -0.022
H 3.189082 -3.812072 -1.953685 -0.004 -0.020 -0.001
H 1.199477 -5.131162 2.048735 0.009 0.010 0.009
H 2.946929 -5.040012 1.913133 -0.013 0.000 0.021
```
Forces are in eV/Å.

2S+1: 1
orbital gap (spin up / spin down): 0.16673 / 0.16668 Eh
HOMO energy (spin up / spin down): -14.58 / -14.58 eV
LUMO energy (spin up / spin down): -10.0 / -10.0 eV
total charge: +3

Charge distribution, Löwdin scheme, values in e: number 1, Tl, carries 0.8678; number 2, C, carries -0.0669; number 3, C, carries -0.3565; number 4, C, carries -0.0210; number 5, C, carries -0.0311; number 6, C, carries -0.1069; number 7, C, carries -0.4357; number 8, N, carries -0.0314; number 9, Sb, carries 1.5571; number 10, C, carries -0.4420; number 11, C, carries -0.1161; number 12, C, carries -0.0354; number 13, C, carries -0.0193; number 14, C, carries -0.3446; number 15, C, carries -0.0449; number 16, N, carries -0.0143; number 17, C, carries -0.4541; number 18, C, carries -0.1281; number 19, C, carries -0.0369; number 20, C, carries -0.0025; number 21, C, carries -0.3273; number 22, C, carries -0.0412; number 23, N, carries -0.0205; number 24, H, carries 0.0878; number 25, H, carries 0.0919; number 26, H, carries -0.0073; number 27, H, carries 0.1207; number 28, H, carries 0.1233; number 29, H, carries 0.0959; number 30, H, carries 0.0933; number 31, H, carries 0.1224; number 32, H, carries 0.1202; number 33, H, carries 0.0838; number 34, H, carries 0.0087; number 35, H, carries 0.0819; number 36, H, carries 0.0921; number 37, H, carries 0.1228; number 38, H, carries 0.1248; number 39, H, carries 0.0935; number 40, H, carries 0.0668; number 41, H, carries 0.0682; number 42, C, carries -0.0188; number 43, C, carries -0.1794; number 44, C, carries 0.0801; number 45, C, carries -0.0028; number 46, C, carries 0.0579; number 47, C, carries -0.1327; number 48, N, carries 0.2075; number 49, C, carries -0.1666; number 50, C, carries -0.0018; number 51, C, carries -0.0178; number 52, C, carries -0.0152; number 53, C, carries 0.0283; number 54, C, carries -0.0671; number 55, C, carries -0.5070; number 56, O, carries 0.0995; number 57, O, carries -0.0200; number 58, C, carries -0.0754; number 59, C, carries 0.0152; number 60, H, carries 0.0919; number 61, H, carries 0.1072; number 62, H, carries 0.0977; number 63, H, carries 0.1407; number 64, H, carries 0.1351; number 65, H, carries 0.1426; number 66, H, carries 0.1895; number 67, H, carries 0.1370; number 68, H, carries 0.1278; number 69, H, carries 0.1228; number 70, H, carries 0.1153; number 71, H, carries 0.0955; number 72, H, carries 0.1071; number 73, H, carries 0.0841; number 74, C, carries -0.0985; number 75, N, carries -0.0662; number 76, C, carries -0.0998; number 77, N, carries -0.1450; number 78, C, carries -0.1425; number 79, N, carries -0.1420; number 80, C, carries -0.3190; number 81, P, carries 1.0390; number 82, C, carries -0.2621; number 83, C, carries -0.3095; number 84, H, carries 0.1514; number 85, H, carries 0.1476; number 86, H, carries 0.1859; number 87, H, carries 0.1482; number 88, H, carries 0.1515; number 89, H, carries 0.1410; number 90, H, carries 0.1453; number 91, H, carries 0.0957; number 92, H, carries 0.0783; number 93, H, carries 0.1058; number 94, H, carries 0.0854; number 95, H, carries 0.0935; number 96, H, carries 0.0987